# 1
77
Properties=species:S:1:pos:R:3 method="wB97M-V/def2-TZVPD" charge=0 largest_force_ha_per_bohr=0.0599 homo_lumo_gap_ha=0.3084 energy_ev=-1027946.094 e_homo_ev=-8.02
C -0.811 -1.221 0.323
C -0.597 0.245 0.739
I -2.395 1.077 1.553
C 0.580 0.394 1.729
P 2.165 0.859 0.893
C 3.344 1.577 2.102
N 4.238 2.549 1.485
C 3.030 -0.742 0.434
F 4.039 -0.437 -0.386
F 2.216 -1.571 -0.231
F 3.552 -1.461 1.444
H -1.756 -1.628 0.673
H -0.016 -1.842 0.732
H -0.758 -1.310 -0.762
H -0.414 0.839 -0.157
H 0.363 1.145 2.485
H 0.733 -0.580 2.196
H 3.937 0.773 2.545
H 2.775 2.017 2.920
H 4.246 2.505 0.477
H 4.061 3.492 1.792
Br 1.069 2.365 -0.929
C 0.066 3.846 -1.898
C 1.031 4.865 -2.438
Br 1.732 6.004 -1.021
H -0.642 4.262 -1.187
H -0.483 3.376 -2.715
H 0.538 5.535 -3.138
H 1.890 4.413 -2.927
Br -0.415 5.789 -5.819
C -0.128 4.040 -6.617
C 0.798 3.206 -5.774
Br 2.653 3.760 -5.953
H 0.249 4.207 -7.620
H -1.109 3.574 -6.668
H 0.774 2.169 -6.095
H 0.559 3.263 -4.717
Br 0.761 -3.601 2.502
C -0.364 -4.233 3.956
C -1.441 -3.236 4.291
Br -0.737 -1.718 5.287
H 0.293 -4.435 4.796
H -0.797 -5.164 3.592
H -2.191 -3.687 4.937
H -1.923 -2.830 3.409
Br -0.528 -0.227 -7.028
C 1.225 -0.695 -6.318
C 1.385 -2.182 -6.158
Br 0.418 -2.849 -4.612
H 1.335 -0.164 -5.378
H 1.942 -0.310 -7.040
H 2.429 -2.429 -5.979
H 1.021 -2.732 -7.019
Br -1.072 8.254 -0.749
C -0.753 9.795 0.387
C 0.719 10.069 0.540
Br 1.569 8.806 1.749
H -1.240 9.595 1.334
H -1.243 10.632 -0.106
H 0.879 11.048 0.984
H 1.251 10.003 -0.403
Br -1.551 -7.389 2.647
C 0.315 -7.937 2.738
C 0.473 -9.426 2.591
Br -0.032 -10.372 4.212
H 0.703 -7.569 3.682
H 0.806 -7.419 1.917
H 1.516 -9.678 2.419
H -0.137 -9.829 1.790
Br -4.270 -4.898 2.591
C -5.371 -5.534 4.062
C -6.431 -4.533 4.431
Br -5.680 -3.039 5.422
H -4.699 -5.747 4.887
H -5.820 -6.459 3.710
H -7.165 -4.986 5.093
H -6.929 -4.116 3.563


# 2
78
Properties=species:S:1:pos:R:3 method="wB97M-V/def2-TZVPD" charge=-1 largest_force_ha_per_bohr=0.0164 de_lowest_kj_mol=0.0 multiplicity=2 homo_lumo_gap_ha="0.2431 / 0.2215" energy_ev=-111975.655 e_homo_ev="-4.18 / -4.18" s2=0.813
Ru 0.719 2.600 -2.349
C 3.642 0.182 4.031
C 2.161 -0.174 3.840
C 2.046 -1.669 3.510
C 1.437 0.077 5.163
C 1.576 0.651 2.694
C 2.097 0.530 1.414
C 1.567 1.270 0.376
Se 2.138 1.000 -1.439
C 0.947 -0.479 -1.751
C 1.268 -1.757 -1.339
C 0.344 -2.783 -1.465
C -0.897 -2.447 -2.017
C -1.249 -1.173 -2.441
C -0.290 -0.131 -2.312
O -0.547 1.092 -2.712
C -2.635 -0.869 -3.015
C -2.501 -0.342 -4.451
C -3.332 0.182 -2.135
C -3.533 -2.107 -3.057
C 0.699 -4.194 -0.995
C -0.450 -5.182 -1.206
C 1.917 -4.709 -1.774
C 1.037 -4.169 0.503
C 0.508 2.175 0.527
O 0.053 2.880 -0.481
C -0.042 2.302 1.833
C 0.510 1.542 2.855
C -1.226 3.241 2.075
C -0.827 4.684 1.730
C -1.693 3.226 3.533
C -2.413 2.803 1.203
H 4.078 -0.406 4.844
H 3.753 1.242 4.272
H 4.216 -0.015 3.125
H 2.452 -2.276 4.325
H 2.594 -1.918 2.600
H 1.002 -1.950 3.355
H 1.887 -0.536 5.947
H 0.379 -0.186 5.097
H 1.511 1.123 5.470
H 2.917 -0.153 1.208
H 2.248 -1.939 -0.907
H -1.635 -3.229 -2.117
H -1.897 0.562 -4.480
H -3.491 -0.121 -4.862
H -2.028 -1.094 -5.088
H -2.754 1.102 -2.094
H -3.451 -0.196 -1.116
H -4.326 0.404 -2.536
H -3.116 -2.892 -3.693
H -4.504 -1.825 -3.469
H -3.702 -2.522 -2.060
H -0.718 -5.267 -2.261
H -1.341 -4.886 -0.648
H -0.147 -6.171 -0.855
H 1.702 -4.740 -2.844
H 2.188 -5.716 -1.444
H 2.783 -4.061 -1.628
H 0.188 -3.801 1.082
H 1.884 -3.512 0.707
H 1.292 -5.172 0.858
H 0.082 1.645 3.841
H -0.001 5.011 2.367
H -1.674 5.356 1.900
H -0.514 4.765 0.692
H -0.907 3.559 4.215
H -2.024 2.233 3.844
H -2.539 3.909 3.640
H -2.151 2.828 0.147
H -3.266 3.467 1.373
H -2.716 1.785 1.459
O 1.098 4.564 -5.926
C 1.204 3.910 -4.946
O 1.215 2.786 -4.473
C 1.665 5.236 -3.273
O 1.720 6.346 -3.680
O 1.806 4.499 -2.313


# 3
108
Properties=species:S:1:pos:R:3 method="wB97M-V/def2-TZVPD" charge=0 largest_force_ha_per_bohr=0.0484 smiles="C#Cc1c(CCN(CC)C(C)=O)c([C@H](Br)[C@H](C)Br)c(COC(C)=O)c2nc(B(O)O)c(OCC)nc12.CCOC(=O)C(F)(F)F.CCOC(=O)C(F)(F)F.CCOC(=O)C(F)(F)F" homo_lumo_gap_ha=0.2943 energy_ev=-232320.828 e_homo_ev=-8.60
C -2.065 -5.073 -2.612
C -1.383 -4.440 -1.840
C -0.759 -3.344 -1.057
C -1.192 -3.079 0.253
C -2.347 -3.957 0.762
C -1.920 -5.446 1.084
N -0.542 -5.573 1.575
C -0.433 -6.550 2.679
C -1.099 -7.952 2.416
C 0.415 -5.897 0.520
C 0.258 -7.049 -0.500
O 1.387 -5.192 0.415
C -0.561 -2.025 1.055
C -1.052 -1.758 2.498
Br -1.629 0.130 2.734
C -0.064 -2.247 3.646
C 0.313 -1.140 4.688
Br 1.562 -3.145 3.002
C 0.466 -1.285 0.436
C 1.220 -0.160 1.190
O 0.642 1.136 0.969
C 1.587 2.026 0.453
C 2.522 2.716 1.474
O 1.633 2.265 -0.717
C 0.896 -1.554 -0.923
N 1.895 -0.763 -1.427
C 2.252 -1.077 -2.661
B 3.425 -0.248 -3.359
O 4.728 -0.799 -3.357
O 3.223 0.967 -3.993
C 1.595 -2.138 -3.404
O 2.045 -2.334 -4.705
C 1.207 -1.608 -5.632
C 0.010 -2.480 -6.129
N 0.610 -2.903 -2.996
C 0.295 -2.578 -1.699
H -2.748 -5.533 -3.318
H -3.064 -4.036 -0.088
H -2.922 -3.521 1.597
H -2.128 -6.055 0.173
H -2.659 -5.809 1.835
H 0.627 -6.745 2.947
H -0.936 -6.094 3.558
H -2.058 -8.025 2.979
H -0.485 -8.814 2.742
H -1.384 -8.110 1.355
H -0.773 -7.442 -0.571
H 0.531 -6.695 -1.516
H 0.935 -7.900 -0.269
H -1.986 -2.331 2.641
H -0.605 -3.008 4.245
H 1.036 -1.548 5.429
H 0.796 -0.261 4.229
H -0.578 -0.848 5.281
H 1.266 -0.469 2.249
H 2.273 -0.151 0.829
H 2.780 2.061 2.327
H 2.041 3.621 1.908
H 3.444 3.062 0.974
H 4.780 -1.273 -4.206
H 4.042 1.471 -3.855
H 1.848 -1.369 -6.506
H 0.797 -0.668 -5.212
H 0.210 -3.557 -5.960
H -0.912 -2.206 -5.583
H -0.178 -2.347 -7.214
C 0.341 5.161 -0.359
C -0.021 6.284 -1.307
O 0.203 7.569 -0.695
C 1.462 8.000 -0.686
O 2.397 7.407 -1.137
C 1.538 9.391 -0.050
F 0.835 9.463 1.092
F 1.047 10.331 -0.873
F 2.793 9.742 0.242
H -0.199 5.268 0.585
H 0.096 4.195 -0.799
H 1.405 5.171 -0.123
H -1.083 6.239 -1.545
H 0.525 6.209 -2.248
C 0.591 2.175 -4.842
C 1.017 2.289 -6.289
O -0.053 2.798 -7.108
C -0.239 4.115 -7.075
O 0.404 4.885 -6.424
C -1.374 4.512 -8.024
F -2.446 3.717 -7.888
F -0.985 4.431 -9.307
F -1.787 5.764 -7.817
H -0.316 1.571 -4.757
H 1.383 1.716 -4.247
H 0.362 3.154 -4.419
H 1.260 1.302 -6.681
H 1.908 2.909 -6.398
C -1.168 3.592 9.063
C -2.639 3.580 8.705
O -2.876 2.796 7.523
C -2.922 1.476 7.696
O -2.779 0.914 8.742
C -3.226 0.780 6.367
F -2.478 1.259 5.362
F -4.510 0.942 6.011
F -3.003 -0.537 6.423
H -0.571 3.933 8.216
H -0.985 4.250 9.913
H -0.816 2.592 9.320
H -2.971 4.591 8.474
H -3.252 3.219 9.532


# 4
37
Properties=species:S:1:pos:R:3 method="wB97M-V/def2-TZVPD" charge=+4 largest_force_ha_per_bohr=0.0454 homo_lumo_gap_ha=0.1164 energy_ev=-36415.396 e_homo_ev=-22.63
C -1.021 2.496 3.836
C -0.113 1.726 2.764
O -0.904 0.817 2.068
C -1.134 0.973 0.749
C -0.309 -0.214 -0.127
C -1.418 -1.204 -0.585
C -2.090 -0.687 -1.832
O -2.316 -1.297 -2.814
C 0.905 -0.754 0.653
C 1.258 -2.206 0.554
O 1.168 -2.632 -0.823
N 0.904 -4.111 -0.849
O -0.048 -4.364 -1.398
O 2.067 -0.024 0.128
C 1.609 1.142 -0.372
O 2.017 2.253 -0.220
C 0.393 0.618 -1.199
P 1.273 -0.322 -2.626
N 1.976 0.873 -3.445
H -1.194 1.859 4.683
H -1.959 2.730 3.359
H -0.461 3.381 4.111
H 0.427 2.417 2.131
H 0.610 1.144 3.345
H -2.193 0.820 0.586
H -0.901 1.965 0.388
H -2.187 -1.338 0.165
H -1.055 -2.184 -0.856
H -2.436 0.454 -1.844
H 0.946 -0.539 1.711
H 2.284 -2.295 0.880
H 0.686 -2.842 1.216
H -0.225 1.388 -1.723
H 0.265 -0.882 -3.450
H 2.187 -1.291 -2.191
H 2.998 0.776 -3.498
Zr -2.010 1.353 -3.471


# 5
15
Properties=species:S:1:pos:R:3 method="wB97M-V/def2-TZVPD" charge=-1 largest_force_ha_per_bohr=0.0220 de_lowest_kj_mol=135.7 homo_lumo_gap_ha=0.2660 energy_ev=-8283.534 e_homo_ev=-2.71
N -1.284 2.166 0.225
C -1.279 0.908 1.049
O -1.388 -0.198 0.294
H -1.870 1.959 -0.578
H -1.789 2.876 0.750
H -0.297 0.920 1.582
H -2.100 0.986 1.808
C 1.178 -0.371 -1.429
C 1.345 -1.687 0.439
N 1.914 -1.365 -0.646
H 1.920 0.313 -1.854
H 0.439 0.185 -0.848
H 0.641 -0.902 -2.220
H 1.901 -2.382 1.073
H 0.343 -1.335 0.721


# 6
21
Properties=species:S:1:pos:R:3 method="wB97M-V/def2-TZVPD" charge=+3 largest_force_ha_per_bohr=0.1303 de_lowest_kj_mol=209.6 homo_lumo_gap_ha=0.2157 energy_ev=-17185.709 e_homo_ev=-24.00
Tl 1.363 -0.302 0.992
C -1.068 1.354 2.083
C -1.048 1.592 0.596
O 0.327 1.664 0.145
O -0.311 0.194 2.398
H -2.101 1.230 2.408
H -0.786 2.290 2.565
H -1.595 2.502 0.347
H -1.462 0.759 0.028
H 0.475 2.521 -0.262
H -0.722 -0.155 3.193
C 0.655 -0.838 -1.949
C 0.346 -2.140 -1.219
O 1.403 -2.252 -0.241
O 0.549 0.258 -1.039
H 0.092 -0.643 -2.861
H 1.647 -0.888 -2.396
H 0.495 -2.979 -1.899
H -0.694 -2.225 -0.903
H 1.903 -3.037 -0.475
H 0.532 1.094 -1.510


# 7
14
Properties=species:S:1:pos:R:3 method="wB97M-V/def2-TZVPD" charge=0 largest_force_ha_per_bohr=0.0595 de_lowest_kj_mol=555.1 homo_lumo_gap_ha=0.3391 energy_ev=-10852.615 e_homo_ev=-8.81
C 0.470 -0.442 0.074
C 1.224 0.330 1.095
N -1.330 -0.460 0.115
C -0.165 0.346 -1.064
O -2.309 0.554 0.252
O 0.902 -1.687 -0.145
O -0.214 1.588 -1.094
H -1.904 1.433 0.128
H 1.020 -1.867 -1.093
H -1.881 -1.227 -0.274
H 0.048 -0.214 -2.011
H 1.655 -0.318 1.854
H 1.964 0.949 0.588
H 0.519 1.015 1.574


# 8
55
Properties=species:S:1:pos:R:3 method="wB97M-V/def2-TZVPD" charge=-2 largest_force_ha_per_bohr=0.0040 de_lowest_kj_mol=12.3 homo_lumo_gap_ha=0.1539 energy_ev=-450241.363 e_homo_ev=-0.70
Rb 0.318 -0.118 -0.056
C -3.755 -1.065 3.123
C -4.934 -0.675 2.509
C -4.914 -0.346 1.162
C -3.708 -0.417 0.473
N -2.573 -0.797 1.064
C -2.597 -1.114 2.354
C -3.595 -0.020 -0.962
C -4.623 -0.239 -1.871
C -4.428 0.144 -3.190
C -3.235 0.742 -3.550
C -2.266 0.932 -2.570
N -2.439 0.549 -1.305
H -3.714 -1.315 4.174
H -5.857 -0.611 3.073
H -5.811 -0.008 0.658
H -1.644 -1.382 2.796
H -5.537 -0.732 -1.566
H -5.198 -0.043 -3.929
H -3.025 1.039 -4.569
H -1.298 1.371 -2.789
Cl 1.154 -2.843 2.294
C 1.030 -1.823 3.740
C 0.583 -0.525 3.597
C 0.508 0.177 4.778
Cl -0.077 1.859 4.740
C 0.847 -0.329 6.031
Cl 0.729 0.622 7.484
C 1.292 -1.645 6.115
Cl 1.721 -2.332 7.650
C 1.383 -2.410 4.954
Cl 1.923 -4.059 5.063
Br 0.014 0.511 -7.761
C 0.334 -0.238 -6.040
C 0.481 -1.592 -5.872
Br 0.397 -2.768 -7.369
C 0.694 -2.116 -4.578
Br 0.844 -3.994 -4.285
C 0.757 -1.326 -3.413
O 0.872 -1.781 -2.239
C 0.674 0.149 -3.603
O 0.766 0.904 -2.583
C 0.423 0.606 -4.906
Br 0.216 2.501 -5.074
Br 2.127 3.631 0.999
C 0.316 3.639 1.589
C -0.169 4.751 2.261
C -1.492 4.715 2.664
C -2.258 3.595 2.382
C -1.658 2.544 1.710
N -0.384 2.566 1.322
H 0.471 5.598 2.461
H -1.918 5.556 3.198
H -3.295 3.528 2.682
H -2.203 1.639 1.471


# 9
46
Properties=species:S:1:pos:R:3 method="wB97M-V/def2-TZVPD" charge=0 largest_force_ha_per_bohr=0.0936 de_lowest_kj_mol=222.5 multiplicity=2 homo_lumo_gap_ha="0.2301 / 0.2302" energy_ev=-176788.247 e_homo_ev="-8.13 / -8.13" s2=0.755
Ce 2.309 -0.410 -0.237
S 4.311 0.552 -4.691
Sb 5.334 -0.402 -2.231
S 3.662 -2.208 -2.174
S 4.204 1.788 -3.191
O -0.252 -4.471 3.184
C -1.149 -4.379 2.133
C -2.423 -5.009 2.119
C -3.134 -5.084 0.929
C -2.503 -4.719 -0.224
C -1.210 -4.164 -0.248
C -0.672 -3.673 0.975
C 0.379 -2.693 1.026
O 0.858 -2.173 -0.088
N 0.586 -2.109 2.175
N 1.363 -0.999 2.108
C 1.180 0.058 2.974
S -0.306 0.486 3.740
C -0.333 2.243 3.289
C 1.118 2.657 2.897
S 2.373 1.287 2.861
H -0.591 -5.096 3.845
H -2.886 -5.410 3.009
H -4.180 -5.401 0.978
H -3.029 -4.854 -1.127
H -0.607 -4.139 -1.143
H -0.672 2.766 4.230
H -1.065 2.489 2.474
H 1.549 3.450 3.572
H 1.146 3.092 1.904
O 3.783 1.279 -0.330
O 4.552 0.135 -0.357
Br -3.512 5.092 -0.953
C -2.212 4.166 -1.892
C -2.258 4.383 -3.269
C -1.206 3.794 -4.044
C -0.296 2.942 -3.487
C -0.284 2.726 -2.114
C -1.088 3.525 -1.313
C 0.523 1.632 -1.474
O 1.250 0.954 -2.246
O 0.416 1.387 -0.244
H -3.156 4.857 -3.740
H -1.294 3.766 -5.150
H 0.283 2.393 -4.225
H -0.860 3.492 -0.229


# 10
44
Properties=species:S:1:pos:R:3 method="wB97M-V/def2-TZVPD" charge=-1 largest_force_ha_per_bohr=0.0309 homo_lumo_gap_ha=0.2442 energy_ev=-37442.071 e_homo_ev=-4.62
C -0.297 2.553 -1.379
C -1.599 2.207 -1.442
C -2.623 3.209 -1.074
C -3.183 2.961 0.333
O -4.047 4.033 0.527
P -4.815 4.496 -1.001
C -6.242 3.184 -0.669
F -7.418 3.643 -1.204
F -6.076 1.941 -1.215
F -6.531 2.946 0.644
O -3.792 3.319 -1.824
H 0.417 1.928 -0.855
H 0.098 3.422 -1.894
H -1.858 1.193 -1.729
H -2.107 4.183 -0.986
H -2.432 2.826 1.117
H -3.741 2.010 0.275
H -5.619 5.434 -0.270
H -5.479 4.773 -2.239
H -3.820 5.516 -1.245
C 0.989 -2.534 -0.092
C 0.741 -1.044 0.085
C 0.229 -0.725 1.483
O -0.172 -0.554 -0.890
H 0.053 -3.088 0.037
H 1.362 -2.744 -1.095
H 1.718 -2.902 0.627
H 1.670 -0.499 -0.095
H -0.726 -1.229 1.657
H 0.063 0.347 1.592
H 0.936 -1.052 2.249
H -1.016 -1.001 -0.766
C 5.219 -5.355 1.019
C 5.164 -3.932 0.486
C 6.343 -3.106 0.977
O 3.933 -3.310 0.849
H 5.176 -5.350 2.112
H 4.369 -5.932 0.654
H 6.138 -5.858 0.715
H 5.162 -3.951 -0.606
H 6.330 -3.043 2.069
H 6.289 -2.092 0.582
H 7.293 -3.550 0.672
H 3.898 -3.271 1.812